Record 1
Here is the molecule C5H5N in a non-equilibrium geometry from OMol25. Energies are from wB97M-V/def2-TZVPD.

Last column: Löwdin charge in e.
Element x y z (Å)
1 C 0.48 -0.03 1.29  -0.176
2 C 1.22 -0.21 0.07  -0.002
3 C 0.51 -0.39 -1.19  -0.193
4 C -1.42 0.34 -0.09  -0.238
5 C -0.75 0.49 1.25  0.021
6 N -0.77 -0.42 -1.21  0.052
7 H 0.95 -0.17 2.24  0.078
8 H 2.31 -0.42 0.19  0.109
9 H 1.05 -0.69 -2.00  0.075
10 H -2.54 0.16 -0.12  0.125
11 H -1.04 1.35 -0.44  0.149

Output
E_HOMO (spin up / spin down) = -0.298 / -0.310 hartree
lowest unoccupied orbital energy (spin up / spin down) = -1.08 / -1.07 eV

***

Record 2
Here is the molecule C5H5N from OMol25. Energies are from wB97M-V/def2-TZVPD.

Last column: Löwdin charge in e.
Element x y z (Å)
1 C -0.27 1.34 0.19  -0.143
2 C -1.20 0.38 -0.07  -0.037
3 C -0.84 -1.02 0.01  -0.166
4 N 0.37 -1.45 0.14  0.056
5 C 1.37 -0.42 0.06  -0.307
6 C 1.14 1.02 0.21  0.037
7 H -0.59 2.38 0.30  0.085
8 H -2.24 0.63 -0.26  0.104
9 H -1.64 -1.77 0.02  0.106
10 H 2.33 -0.79 0.44  0.108
11 H 1.57 -0.29 -1.04  0.156

Output
E_HOMO (spin up / spin down) = -0.305 / -0.305 hartree
lowest unoccupied orbital energy (spin up / spin down) = -0.98 / -0.98 eV

***

Record 3
Here is a cluster of 2 separate species, C5H5N2 in total in a non-equilibrium geometry from OMol25. Energies are from wB97M-V/def2-TZVPD.

Last column: Löwdin charge in e.
Element x y z (Å)
1 C -1.54 0.17 -0.41  -0.019
2 C -0.81 -0.87 0.33  0.030
3 C -0.72 1.17 -0.80  -0.015
4 C 0.37 -0.30 0.33  0.057
5 C 0.70 0.92 -0.35  -0.095
6 N 2.53 -2.27 1.80  0.197
7 N 1.82 -1.71 1.18  0.117
8 H -2.60 0.08 -0.58  0.133
9 H -1.21 -1.77 0.73  0.142
10 H -0.99 2.05 -1.35  0.135
11 H 1.40 0.81 -1.18  0.160
12 H 1.06 1.73 0.30  0.158

Output
E_HOMO = -0.541 hartree
net charge = +1
lowest unoccupied orbital energy = -6.60 eV

***

Record 4
Here is the ion C5H5N2O3 with charge -1 in a non-equilibrium geometry from OMol25. Energies are from wB97M-V/def2-TZVPD.

Last column: Löwdin charge in e.
Element x y z (Å)
1 O -1.95 0.89 1.38  -0.016
2 C -0.84 1.00 0.86  -0.436
3 N -0.08 2.15 0.77  0.095
4 C 1.17 2.12 0.34  -0.183
5 N 1.78 1.02 -0.14  0.107
6 C 1.11 -0.21 -0.32  -0.522
7 O 1.80 -1.07 -0.87  -0.054
8 C -0.14 -0.28 0.29  -0.051
9 C -1.09 -1.47 0.08  -0.278
10 O -2.45 -1.15 0.07  -0.108
11 H 1.68 3.04 0.48  0.093
12 H 2.78 0.97 -0.11  0.133
13 H -0.68 -2.28 0.87  0.138
14 H -1.04 -1.95 -0.85  0.079
15 H -2.40 -0.37 0.69  0.002

Output
SMILES = O=c1nc[nH]c([O-])c1CO
E_HOMO = -0.132 hartree
net charge = -1
lowest unoccupied orbital energy = 3.64 eV

***

Record 5
Here is a structure of composition C5H5N3 in a non-equilibrium geometry from OMol25. Energies are from wB97M-V/def2-TZVPD.

Last column: Löwdin charge in e.
Element x y z (Å)
1 C 0.64 1.10 -1.30  -0.311
2 C 1.44 0.08 -0.77  -0.011
3 C 0.39 -0.65 -0.06  -0.196
4 C 0.17 -1.30 1.16  -0.089
5 C -0.76 0.21 -0.12  -0.290
6 H -1.38 1.79 -1.61  0.265
7 H 1.24 2.21 -1.46  0.175
8 H 2.48 -0.09 -1.12  0.099
9 H 0.94 -1.81 1.93  0.164
10 H -1.62 -1.41 2.31  0.196
11 N -0.51 1.40 -0.89  0.037
12 N -1.19 -1.31 1.27  -0.099
13 N -1.82 -0.22 0.66  0.060

Output
E_HOMO = -0.286 hartree
lowest unoccupied orbital energy = 0.84 eV

***

Record 6
Here is the molecule C5H5N3 in a non-equilibrium geometry from OMol25. Energies are from wB97M-V/def2-TZVPD.

Last column: Löwdin charge in e.
Element x y z (Å)
1 H 0.00 -2.79 -1.29  0.048
2 N -0.47 -1.93 -1.50  0.141
3 C -0.07 -1.00 -0.73  -0.395
4 C -0.71 0.30 -1.11  -0.060
5 N -0.66 1.44 -0.51  0.055
6 C -0.32 1.80 0.78  -0.129
7 C 0.26 0.91 1.57  -0.062
8 C 1.04 -0.23 1.11  -0.148
9 N 0.88 -1.22 0.32  0.125
10 H -1.28 0.38 -2.02  0.109
11 H -0.50 2.80 1.03  0.094
12 H 0.49 1.24 2.62  0.120
13 H 1.82 -0.41 1.83  0.102

Output
SMILES = [H]/N=c1/cncccn1
E_HOMO = -0.342 hartree
lowest unoccupied orbital energy = -0.73 eV

***

The records above give, respectively, ΔE to the lowest compared entry with this formula, charge and spin values of 110.3; 93.0; 23.5; 9.1; 100.7; 45.9 kcal/mol.